Record 1
98
Properties=species:S:1:pos:R:3:forces:R:3:lowdin_spin:R:1 method="wB97M-V/def2-TZVPD" mol_weight_da=891.66 total_energy_ev=-65928.9388 homo_ha="-0.2792 / -0.3114" total_charge=0 orbital_gap_ev="7.08 / 7.63" multiplicity=3 lumo_ev="-0.51 / -0.85"
W 0.253 -0.171 0.270 0.176 -0.581 0.298 1.5654
C -2.692 -4.302 1.377 -0.006 0.013 0.002 0.0002
C -2.201 -3.191 0.445 -0.003 0.005 0.014 0.0006
C -3.329 -2.670 -0.446 -0.003 0.019 -0.014 0.0000
C -1.020 -3.678 -0.367 0.077 0.035 -0.029 0.0024
C -1.209 -4.641 -1.355 -0.033 0.039 0.039 -0.0002
C -0.144 -5.125 -2.090 0.002 -0.022 -0.023 0.0022
C 1.140 -4.671 -1.833 0.038 -0.013 0.004 0.0004
C 1.381 -3.719 -0.851 -0.083 -0.017 0.106 0.0030
C 2.800 -3.322 -0.489 -0.030 -0.012 -0.029 0.0002
C 3.719 -3.184 -1.698 0.044 0.015 -0.038 0.0001
C 3.375 -4.335 0.509 0.020 -0.005 0.010 0.0002
C 0.279 -3.216 -0.137 0.103 0.050 -0.083 0.0084
N 0.499 -2.148 0.798 -0.028 0.154 0.066 0.0140
C 0.782 -2.465 2.100 0.155 -0.056 0.080 0.0114
O 0.760 -3.571 2.604 -0.055 0.044 0.010 0.0281
C 1.226 -1.250 2.876 -0.006 0.209 -0.028 0.0383
C 1.701 -1.216 4.172 -0.043 -0.030 -0.081 -0.0099
C 2.142 0.005 4.675 0.026 0.017 0.069 0.0397
C 2.134 1.151 3.886 -0.046 -0.031 -0.114 -0.0100
C 1.645 1.045 2.600 -0.017 -0.134 0.046 0.0402
N 1.194 -0.128 2.153 -0.229 0.040 -0.339 0.0087
C 1.619 2.127 1.548 -0.089 -0.020 0.383 0.0120
O 1.980 3.258 1.794 0.103 -0.039 -0.146 0.0320
N 1.195 1.629 0.338 -0.196 0.112 0.004 0.0194
C 1.478 2.400 -0.839 -0.022 -0.047 -0.076 0.0105
C 0.437 3.057 -1.507 0.070 0.027 -0.046 0.0021
C 0.747 3.765 -2.665 -0.104 -0.036 0.030 -0.0001
C 2.040 3.807 -3.152 0.077 0.003 -0.042 0.0015
C 3.050 3.128 -2.492 -0.009 -0.009 0.034 0.0004
C 2.790 2.407 -1.332 -0.039 -0.001 -0.024 0.0028
C 3.917 1.669 -0.640 0.035 0.008 0.041 0.0002
C 4.886 2.661 0.008 0.024 -0.005 0.036 0.0002
C 4.653 0.724 -1.592 -0.038 -0.027 -0.001 0.0001
C -0.977 3.048 -0.969 -0.027 -0.018 0.076 0.0019
C -1.202 4.241 -0.036 0.002 -0.036 0.025 0.0002
C -2.046 2.978 -2.056 -0.007 0.013 -0.006 0.0001
H -3.518 -3.946 1.996 0.000 0.008 0.003 0.0000
H -1.887 -4.640 2.029 0.001 -0.010 0.008 0.0000
H -3.049 -5.159 0.801 0.001 -0.008 0.000 0.0000
H -1.869 -2.360 1.068 -0.015 -0.038 -0.014 0.0002
H -3.789 -3.475 -1.022 0.012 -0.012 -0.007 0.0000
H -2.958 -1.921 -1.148 -0.002 0.017 0.011 0.0000
H -4.112 -2.214 0.164 -0.005 -0.003 0.011 0.0000
H -2.208 -5.015 -1.546 -0.001 -0.008 -0.008 -0.0001
H -0.311 -5.871 -2.857 0.007 0.001 -0.005 0.0002
H 1.970 -5.079 -2.396 0.003 -0.002 -0.009 0.0000
H 2.759 -2.347 -0.002 -0.002 0.011 0.016 0.0004
H 3.888 -4.141 -2.195 -0.008 -0.013 0.009 0.0000
H 4.695 -2.812 -1.380 -0.006 0.010 0.001 0.0000
H 3.315 -2.484 -2.429 -0.020 0.007 -0.004 0.0001
H 3.468 -5.317 0.039 -0.004 -0.001 -0.014 0.0000
H 2.733 -4.443 1.383 0.005 0.003 -0.003 0.0000
H 4.369 -4.023 0.837 0.005 0.001 0.004 0.0000
H 1.724 -2.128 4.751 0.005 0.001 0.008 -0.0011
H 2.512 0.061 5.690 0.005 -0.008 0.000 0.0025
H 2.494 2.106 4.240 0.008 0.007 0.006 -0.0011
H -0.037 4.291 -3.195 -0.006 0.002 0.008 -0.0001
H 2.260 4.365 -4.053 0.010 0.001 0.004 0.0001
H 4.058 3.156 -2.885 0.021 0.000 -0.012 0.0001
H 3.484 1.051 0.151 0.027 0.023 -0.045 0.0003
H 5.362 3.288 -0.749 -0.007 -0.014 -0.029 0.0000
H 5.675 2.130 0.544 0.000 0.000 0.009 0.0000
H 4.367 3.316 0.708 -0.008 -0.002 0.010 0.0000
H 5.174 1.274 -2.377 0.007 0.021 -0.027 0.0000
H 3.959 0.023 -2.057 0.035 0.024 0.012 0.0000
H 5.403 0.150 -1.043 0.008 -0.004 0.010 0.0000
H -1.095 2.147 -0.365 -0.032 0.031 -0.016 0.0012
H -1.115 5.180 -0.587 0.006 -0.001 -0.028 0.0001
H -0.465 4.252 0.768 0.000 0.001 0.009 0.0000
H -2.200 4.192 0.406 -0.007 0.008 0.014 0.0001
H -2.085 3.892 -2.651 0.006 0.016 0.000 0.0001
H -3.028 2.847 -1.597 0.001 -0.001 0.010 0.0000
H -1.872 2.136 -2.729 0.007 -0.008 -0.001 0.0000
C 0.761 -0.816 -3.649 -0.021 0.018 0.071 0.0055
C 0.601 -0.587 -2.188 -0.008 -0.021 -0.110 0.0446
O -0.554 -0.376 -1.674 0.055 0.045 -0.209 0.0185
O 1.580 -0.580 -1.383 0.080 -0.070 -0.180 0.0257
H 0.185 -1.698 -3.931 0.004 -0.012 0.005 0.0020
H 1.807 -0.949 -3.905 0.013 -0.006 0.011 0.0000
H 0.349 0.042 -4.182 -0.001 -0.002 -0.008 0.0019
O -1.270 1.436 2.692 -0.064 0.054 0.046 0.0108
C -1.997 0.996 1.830 -0.060 -0.021 0.016 0.0148
O -1.581 0.108 0.923 0.070 0.237 0.079 0.0433
C -3.409 1.424 1.641 0.050 0.062 0.095 -0.0003
C -4.157 0.983 0.558 0.069 -0.030 0.004 0.0014
C -5.467 1.420 0.358 -0.102 0.062 0.031 -0.0001
C -5.970 2.303 1.281 0.053 0.033 0.035 0.0009
O -7.211 2.867 1.319 0.032 -0.082 -0.036 0.0005
C -7.202 3.775 2.421 -0.069 0.073 -0.007 0.0000
O -5.974 3.607 3.119 0.072 -0.046 0.046 -0.0001
C -5.221 2.748 2.363 -0.020 -0.023 -0.069 0.0000
C -3.938 2.331 2.575 -0.057 0.023 0.008 0.0005
H -3.706 0.297 -0.143 0.011 -0.018 -0.014 0.0002
H -6.059 1.085 -0.482 -0.001 -0.005 -0.004 0.0000
H -8.033 3.541 3.087 0.008 0.021 -0.019 0.0000
H -7.269 4.799 2.042 -0.009 -0.016 0.015 0.0000
H -3.340 2.672 3.408 0.005 0.000 -0.001 0.0001



Record 2
104
Properties=species:S:1:pos:R:3:forces:R:3:lowdin_spin:R:1 method="wB97M-V/def2-TZVPD" mol_weight_da=1137.50 total_energy_ev=-107029.4955 homo_ha="-0.2561 / -0.2564" total_charge=0 orbital_gap_ev="6.37 / 6.17" multiplicity=2 lumo_ev="-0.60 / -0.81"
W 0.846 -1.975 -0.666 0.254 -0.585 -0.577 0.0024
S -0.706 -0.279 -1.797 0.065 -0.116 -0.161 0.0018
C 0.619 -0.155 -2.858 -0.079 0.144 0.114 0.0010
N 1.636 -0.916 -2.560 0.128 -0.023 -0.053 0.0023
C 2.726 -0.723 -3.393 0.033 0.069 0.071 0.0005
C 3.968 -1.351 -3.317 -0.009 -0.008 -0.014 0.0001
C 4.929 -1.026 -4.257 0.003 0.000 0.006 0.0000
C 4.673 -0.091 -5.261 -0.006 -0.003 -0.001 0.0000
C 3.446 0.544 -5.339 -0.002 0.003 -0.003 0.0001
C 2.478 0.225 -4.395 0.014 0.003 0.002 0.0003
S 0.866 0.875 -4.230 -0.011 0.020 0.013 0.0000
H 4.158 -2.064 -2.525 0.003 -0.001 -0.001 0.0000
H 5.900 -1.502 -4.210 -0.001 -0.002 0.000 0.0000
H 5.443 0.147 -5.983 0.000 0.001 0.000 0.0000
H 3.247 1.275 -6.111 0.000 0.001 0.001 0.0000
N -5.449 1.325 -1.967 -0.007 -0.013 0.006 0.0002
C -4.802 0.148 -1.618 -0.008 -0.002 0.001 0.0003
C -4.631 -0.874 -2.558 0.000 -0.009 0.003 -0.0001
C -3.948 -2.025 -2.222 0.022 0.012 0.009 0.0002
C -3.412 -2.158 -0.946 -0.042 -0.019 0.036 0.0000
C -3.571 -1.153 -0.002 0.013 0.021 -0.003 0.0004
C -4.273 -0.011 -0.336 -0.021 -0.038 -0.006 0.0001
S -2.449 -3.567 -0.561 -0.061 0.055 -0.070 0.0020
O -2.992 -4.720 -1.213 -0.014 0.010 0.005 0.0009
O -2.242 -3.599 0.858 0.017 0.003 0.019 0.0097
N -0.990 -3.209 -1.233 -0.088 -0.240 0.145 0.0072
C -0.634 -3.561 -2.475 -0.191 0.092 0.253 0.0004
N 0.689 -3.298 -2.627 -0.236 0.235 0.188 0.0003
C 1.253 -3.531 -3.813 0.001 -0.021 -0.079 -0.0002
C 0.517 -4.070 -4.842 -0.031 0.006 0.048 0.0003
C -0.846 -4.268 -4.597 0.045 0.043 0.035 -0.0002
N -1.438 -4.005 -3.446 0.190 -0.115 -0.228 0.0004
H -6.072 1.269 -2.756 -0.002 0.001 -0.001 0.0000
H -5.828 1.860 -1.204 -0.007 -0.004 0.001 0.0000
H -5.043 -0.759 -3.554 -0.003 -0.003 0.000 0.0000
H -3.812 -2.823 -2.940 -0.009 -0.011 -0.009 0.0000
H -3.138 -1.272 0.982 -0.003 0.003 -0.003 0.0001
H -4.407 0.774 0.396 -0.017 -0.038 0.003 0.0000
H 2.301 -3.276 -3.921 -0.006 -0.002 0.003 0.0000
H 0.963 -4.289 -5.800 -0.007 0.000 -0.004 0.0000
H -1.493 -4.636 -5.387 0.004 -0.003 -0.003 0.0000
C 0.991 -5.897 1.623 0.005 0.005 0.000 -0.0035
C 0.932 -4.488 1.136 0.019 -0.005 -0.011 0.0366
N 1.284 -4.116 -0.085 -0.025 0.105 0.021 0.3147
O 1.908 -5.088 -0.825 -0.051 -0.008 -0.030 0.0839
C 0.437 -3.421 1.873 0.060 0.084 0.016 0.3073
C -0.274 -3.503 3.174 0.014 0.004 0.002 0.0434
N 0.739 -2.174 1.333 -0.056 0.029 -0.011 0.1007
O -0.334 -1.457 0.778 -0.068 0.068 0.092 0.0407
H 1.681 -6.493 1.034 0.010 0.001 0.004 -0.0005
H -0.003 -6.344 1.553 0.002 -0.004 -0.015 -0.0004
H 1.297 -5.921 2.668 -0.011 0.002 0.001 -0.0009
H 1.945 -4.710 -1.712 0.012 0.000 0.005 0.0002
H 0.312 -4.062 3.909 0.000 0.004 0.001 0.0127
H -1.235 -4.002 3.047 -0.001 -0.002 0.000 0.0131
H -0.446 -2.499 3.558 -0.006 0.001 0.000 -0.0001
C 4.299 -0.353 0.305 -0.015 -0.006 0.048 0.0008
C 2.975 -0.902 -0.102 -0.023 0.042 -0.053 0.0033
O 2.909 -2.184 -0.496 -0.044 0.058 0.079 0.0167
N 1.852 -0.287 -0.117 0.157 0.055 0.177 -0.0003
Te 1.303 1.501 2.194 0.104 0.013 -0.013 0.0006
C 0.624 2.814 3.739 0.026 0.044 -0.030 0.0000
C 0.155 2.258 4.936 0.014 -0.026 0.003 0.0000
C 0.101 0.768 5.163 0.015 0.006 0.004 0.0000
C -0.279 3.098 5.959 -0.012 -0.010 -0.002 0.0000
C -0.264 4.477 5.828 -0.003 0.008 -0.009 0.0000
C -0.741 5.375 6.938 -0.003 -0.001 -0.002 0.0000
C 0.211 5.013 4.638 -0.009 -0.002 0.000 0.0000
C 0.663 4.211 3.596 -0.002 -0.006 0.013 0.0000
C 1.183 4.879 2.353 0.005 -0.011 -0.014 0.0000
C 0.051 2.259 0.661 -0.038 0.026 0.082 0.0000
C -1.337 2.193 0.831 -0.011 -0.037 0.030 0.0000
C -1.965 1.596 2.061 -0.024 -0.001 -0.021 0.0000
C -2.167 2.673 -0.179 0.008 0.006 -0.029 0.0000
C -1.659 3.190 -1.359 0.027 0.011 -0.022 0.0001
C -2.571 3.637 -2.468 0.009 0.035 0.000 0.0000
C -0.279 3.251 -1.503 -0.021 0.008 0.030 0.0000
C 0.590 2.799 -0.514 -0.009 0.020 -0.030 0.0000
C 2.067 2.895 -0.777 -0.006 -0.032 -0.037 0.0000
H 5.082 -0.735 -0.350 0.002 0.020 -0.009 0.0002
H 4.520 -0.679 1.324 0.005 -0.017 -0.009 0.0001
H 4.276 0.734 0.287 -0.003 0.006 0.000 0.0001
H -0.408 0.261 4.341 -0.012 0.006 0.009 0.0000
H -0.418 0.543 6.095 0.004 0.000 0.004 0.0000
H 1.103 0.338 5.224 -0.009 -0.005 -0.008 0.0000
H -0.642 2.657 6.881 0.003 -0.002 0.001 0.0000
H -1.069 4.796 7.800 0.000 0.000 0.000 0.0000
H -1.578 5.994 6.609 0.001 -0.001 0.000 0.0000
H 0.053 6.049 7.265 0.000 0.000 0.000 0.0000
H 0.241 6.092 4.518 0.001 -0.001 -0.002 0.0000
H 1.304 5.950 2.517 0.003 0.002 0.001 0.0000
H 0.507 4.736 1.509 0.002 0.001 0.000 0.0000
H 2.149 4.459 2.064 -0.003 -0.006 -0.004 0.0000
H -1.698 2.151 2.962 -0.027 -0.011 -0.027 0.0000
H -1.622 0.567 2.195 -0.008 -0.004 -0.003 0.0000
H -3.052 1.598 1.975 -0.013 0.000 0.006 0.0000
H -3.242 2.619 -0.046 0.052 0.052 -0.006 0.0000
H -3.596 3.751 -2.115 0.015 -0.013 -0.014 0.0000
H -2.585 2.901 -3.276 -0.012 -0.008 0.013 0.0000
H -2.244 4.587 -2.894 0.012 0.003 0.000 0.0000
H 0.141 3.667 -2.414 0.000 0.005 -0.005 0.0000
H 2.269 3.624 -1.563 -0.004 0.001 -0.008 0.0000
H 2.452 1.922 -1.095 -0.002 0.014 0.020 0.0000
H 2.618 3.178 0.119 0.006 0.009 0.013 0.0000